13 unconnected molecules or ions with the total composition C57H59Cl4N11, computed with the ωB97M-V functional and the def2-TZVPD basis.

Each line ends with the Löwdin charge.
Geometry (Å):
1 N -4.329 0.841 -3.809  0.050
2 C -3.703 0.788 -5.021  -0.131
3 C -2.298 0.654 -5.060  -0.099
4 C -1.588 0.470 -3.869  -0.095
5 C -2.238 0.581 -2.622  -0.082
6 C -3.615 0.687 -2.665  -0.162
7 H -4.295 0.966 -5.906  0.099
8 H -1.818 0.645 -6.027  0.097
9 H -0.537 0.282 -4.035  0.094
10 H -1.641 0.485 -1.728  0.054
11 H -4.217 0.922 -1.799  0.099
12 N -1.870 -2.050 0.871  0.043
13 C -2.303 -2.485 -0.367  -0.120
14 C -3.583 -2.210 -0.841  -0.081
15 C -4.437 -1.481 -0.048  -0.086
16 C -4.015 -1.014 1.186  -0.062
17 C -2.714 -1.276 1.581  -0.191
18 H -1.612 -3.020 -1.003  0.063
19 H -3.841 -2.594 -1.817  0.081
20 H -5.418 -1.206 -0.407  0.110
21 H -4.604 -0.355 1.807  0.099
22 H -2.333 -0.864 2.503  0.076
23 N 1.982 3.000 -5.937  0.058
24 C 0.809 3.046 -5.217  -0.131
25 C -0.428 3.355 -5.812  -0.069
26 C -0.513 3.747 -7.159  -0.081
27 C 0.659 3.850 -7.836  -0.080
28 C 1.857 3.457 -7.200  -0.139
29 H 0.904 2.845 -4.160  0.029
30 H -1.344 3.291 -5.244  0.093
31 H -1.463 3.995 -7.610  0.110
32 H 0.664 4.200 -8.857  0.101
33 H 2.796 3.413 -7.733  0.097
34 N 2.528 -4.370 3.049  0.056
35 C 1.302 -4.649 2.500  -0.135
36 C 0.984 -5.893 1.930  -0.068
37 C 1.942 -6.905 2.047  -0.069
38 C 3.185 -6.654 2.700  -0.058
39 C 3.430 -5.349 3.130  -0.163
40 H 0.681 -3.771 2.408  0.083
41 H 0.094 -6.029 1.333  0.099
42 H 1.692 -7.883 1.663  0.096
43 H 3.909 -7.426 2.916  0.094
44 H 4.337 -5.115 3.668  0.100
45 N 4.049 -0.135 3.139  0.061
46 C 2.918 -0.816 3.137  -0.192
47 C 1.954 -0.610 4.079  -0.073
48 C 2.164 0.311 5.119  -0.064
49 C 3.388 0.958 5.210  -0.085
50 C 4.316 0.722 4.193  -0.139
51 H 2.698 -1.477 2.312  0.073
52 H 1.062 -1.219 4.127  0.075
53 H 1.412 0.276 5.893  0.093
54 H 3.590 1.594 6.059  0.100
55 H 5.256 1.254 4.212  0.094
56 N -0.883 -3.111 7.550  0.057
57 C -0.902 -1.848 7.077  -0.154
58 C -1.112 -1.569 5.739  -0.089
59 C -1.150 -2.625 4.803  -0.068
60 C -1.153 -3.921 5.295  -0.083
61 C -0.947 -4.117 6.635  -0.146
62 H -0.950 -1.078 7.833  0.100
63 H -1.230 -0.532 5.461  0.088
64 H -1.261 -2.463 3.741  0.076
65 H -1.176 -4.825 4.704  0.100
66 H -0.878 -5.125 7.016  0.099
67 N 0.661 -2.895 -2.010  0.061
68 C 1.284 -2.630 -0.836  -0.165
69 C 2.647 -2.737 -0.628  -0.059
70 C 3.439 -2.982 -1.757  -0.051
71 C 2.799 -3.244 -2.993  -0.064
72 C 1.414 -3.157 -3.087  -0.153
73 H 0.667 -2.301 -0.013  0.066
74 H 3.091 -2.525 0.334  0.089
75 H 4.515 -3.060 -1.713  0.101
76 H 3.247 -3.590 -3.912  0.096
77 H 0.894 -3.245 -4.029  0.094
78 N -3.614 1.039 4.562  0.051
79 C -2.978 2.209 4.271  -0.120
80 C -2.882 3.278 5.191  -0.053
81 C -3.504 3.076 6.444  -0.068
82 C -4.116 1.853 6.704  -0.078
83 C -4.059 0.846 5.773  -0.193
84 H -2.625 2.327 3.257  0.094
85 H -2.558 4.279 4.946  0.094
86 H -3.453 3.807 7.238  0.101
87 H -4.635 1.601 7.617  0.101
88 H -4.341 -0.164 6.035  0.108
89 N -2.271 5.869 -0.764  0.049
90 C -1.179 5.691 -1.576  -0.153
91 C 0.087 5.460 -1.091  -0.117
92 C 0.236 5.429 0.304  -0.090
93 C -0.867 5.544 1.168  -0.071
94 C -2.131 5.725 0.602  -0.128
95 H -1.404 5.884 -2.615  0.096
96 H 0.950 5.371 -1.736  0.080
97 H 1.233 5.316 0.704  0.063
98 H -0.629 5.483 2.219  0.092
99 H -3.012 5.755 1.226  0.093
100 N -4.255 -2.917 -5.651  0.060
101 C -3.802 -4.001 -6.353  -0.135
102 C -2.677 -4.731 -5.968  -0.093
103 C -1.973 -4.444 -4.823  -0.091
104 C -2.378 -3.325 -4.123  -0.060
105 C -3.516 -2.563 -4.572  -0.132
106 H -4.340 -4.285 -7.246  0.096
107 H -2.394 -5.529 -6.638  0.096
108 H -1.151 -5.014 -4.417  0.103
109 H -1.921 -3.022 -3.192  0.062
110 H -3.975 -1.834 -3.921  0.074
111 N 4.808 3.264 -0.597  0.050
112 C 3.967 4.019 -1.382  -0.117
113 C 3.435 3.541 -2.606  -0.111
114 C 3.859 2.315 -3.065  -0.078
115 C 4.719 1.549 -2.251  -0.063
116 C 5.120 2.039 -1.023  -0.169
117 H 3.867 5.032 -1.024  0.095
118 H 2.726 4.178 -3.114  0.083
119 H 3.465 2.001 -4.020  0.085
120 H 5.071 0.554 -2.478  0.096
121 H 5.674 1.459 -0.300  0.104
122 C 4.002 4.171 2.506  -0.999
123 Cl 2.436 3.331 2.431  0.515
124 Cl 4.137 5.010 4.091  0.477
125 H 4.779 3.413 2.409  0.012
126 H 4.178 4.868 1.687  0.015
127 C 1.125 0.929 -0.640  -0.964
128 Cl 0.101 0.574 0.803  0.538
129 Cl 0.494 2.182 -1.658  0.652
130 H 2.077 1.310 -0.270  0.010
131 H 1.273 0.050 -1.269  0.019

Properties
F_max   2.8 eV Å⁻¹
Highest occupied orbital energy   -9.2753 eV
ΔE to the lowest compared entry with this formula, charge and spin   1.348 eV
Charge   0
E_LUMO   0.4842 eV
Molar mass   1040.0 g/mol

A molecular structure, C2H2FLiO, computed with the ωB97M-V functional and the def2-TZVPD basis.

Each line ends with the Löwdin charge.
Geometry (Å):
1 C 0.007 0.035 0.440  -0.409
2 C 0.621 -1.078 0.347  -0.154
3 O 0.080 1.290 0.229  -0.154
4 H 0.236 -2.049 0.046  0.000
5 H -1.325 1.553 -0.366  0.209
6 Li 2.375 -0.356 -0.315  0.787
7 F -1.993 0.605 -0.381  -0.280

Properties
F_max   5.1 eV Å⁻¹
Highest occupied orbital energy   -8.2416 eV
ΔE to the lowest compared entry with this formula, charge and spin   3.371 eV
Charge   0
E_LUMO   -1.1393 eV
Molar mass   68.0 g/mol

A molecular structure, C4HHgLiO4, computed with the ωB97M-V functional and the def2-TZVPD basis.

Each line ends with the Mulliken spin population.
Geometry (Å):
1 O -1.158 -3.254 -0.213  0.000
2 C -2.273 -3.435 -0.271  0.000
3 C 0.747 -0.474 -0.301  0.002
4 C 1.720 0.453 -0.350  -0.002
5 H 2.798 0.400 -0.458  0.000
6 Li 0.845 -2.511 -0.121  0.000
7 O 1.204 1.736 -0.061  0.001
8 C -0.072 1.563 0.169  0.001
9 O -0.772 2.400 0.747  -0.006
10 O -0.426 0.331 -0.081  0.000
11 Hg -2.612 2.790 0.942  1.004

Properties
F_max   5.3 eV Å⁻¹
Highest occupied orbital energy (alpha / beta)   -12.7903 / -12.8565 eV
ΔE to the lowest compared entry with this formula, charge and spin   0.000 eV
Expectation value of S²   0.7522
Charge   +1
E_LUMO (alpha / beta)   -3.2788 / -5.8821 eV
2S+1   2
Molar mass   320.6 g/mol

8 unconnected molecules or ions with the total composition C48H40F8, computed with the ωB97M-V functional and the def2-TZVPD basis.

Each line ends with the Löwdin charge.
Geometry (Å):
1 F -0.378 7.239 -8.165  0.047
2 C -0.785 6.258 -7.330  -0.289
3 C -0.688 6.489 -5.954  -0.016
4 C -1.069 5.482 -5.082  -0.092
5 C -1.654 4.326 -5.579  -0.107
6 C -1.806 4.101 -6.954  -0.058
7 C -1.338 5.105 -7.867  -0.006
8 H -0.319 7.423 -5.557  0.113
9 H -1.011 5.595 -4.009  0.104
10 H -2.035 3.605 -4.871  0.096
11 H -2.303 3.242 -7.380  0.097
12 H -1.378 5.105 -8.947  0.111
13 F 1.223 10.728 -0.402  0.046
14 C 1.807 9.486 -0.385  -0.251
15 C 1.135 8.391 0.139  -0.040
16 C 1.715 7.159 0.233  -0.085
17 C 3.016 6.903 -0.270  -0.081
18 C 3.661 7.992 -0.757  -0.107
19 C 3.089 9.252 -0.819  -0.023
20 H 0.139 8.464 0.551  0.115
21 H 1.154 6.417 0.781  0.101
22 H 3.501 5.948 -0.130  0.102
23 H 4.674 7.812 -1.087  0.105
24 H 3.685 10.068 -1.199  0.116
25 F 6.671 -0.217 6.016  0.048
26 C 5.402 -0.686 5.946  -0.271
27 C 4.954 -1.317 4.790  -0.022
28 C 3.618 -1.665 4.739  -0.086
29 C 2.715 -1.377 5.792  -0.104
30 C 3.139 -0.825 7.006  -0.062
31 C 4.539 -0.497 7.044  -0.008
32 H 5.585 -1.437 3.921  0.115
33 H 3.129 -2.197 3.936  0.100
34 H 1.696 -1.725 5.707  0.090
35 H 2.474 -0.802 7.856  0.098
36 H 4.895 -0.068 7.969  0.102
37 F -6.432 -6.547 -1.693  0.078
38 C -6.663 -6.216 -0.431  -0.289
39 C -7.313 -7.035 0.496  -0.011
40 C -7.600 -6.548 1.770  -0.092
41 C -7.087 -5.319 2.133  -0.104
42 C -6.363 -4.553 1.237  -0.092
43 C -6.150 -4.991 -0.031  -0.029
44 H -7.696 -8.025 0.299  0.109
45 H -8.073 -7.157 2.526  0.104
46 H -7.330 -5.039 3.148  0.100
47 H -5.966 -3.589 1.521  0.106
48 H -5.615 -4.441 -0.792  0.120
49 F 4.004 2.811 -4.476  0.075
50 C 4.696 3.923 -4.673  -0.308
51 C 4.149 4.893 -5.505  -0.009
52 C 4.870 6.073 -5.705  -0.099
53 C 6.021 6.375 -5.012  -0.087
54 C 6.536 5.383 -4.114  -0.067
55 C 5.855 4.167 -3.950  -0.023
56 H 3.261 4.592 -6.040  0.115
57 H 4.446 6.799 -6.383  0.102
58 H 6.513 7.323 -5.170  0.095
59 H 7.478 5.538 -3.609  0.095
60 H 6.229 3.514 -3.175  0.110
61 F -3.884 -3.419 5.462  0.058
62 C -2.735 -3.891 5.949  -0.271
63 C -2.252 -3.497 7.218  -0.028
64 C -1.106 -4.094 7.703  -0.087
65 C -0.376 -5.017 6.910  -0.096
66 C -0.838 -5.421 5.659  -0.086
67 C -2.049 -4.875 5.156  0.001
68 H -2.849 -2.748 7.717  0.112
69 H -0.815 -3.838 8.711  0.100
70 H 0.507 -5.516 7.282  0.095
71 H -0.313 -6.146 5.054  0.098
72 H -2.518 -5.181 4.233  0.103
73 F -1.511 -7.651 -4.984  0.032
74 C -1.462 -7.750 -3.611  -0.241
75 C -1.453 -6.606 -2.825  -0.024
76 C -1.548 -6.686 -1.469  -0.123
77 C -1.619 -7.868 -0.861  -0.114
78 C -1.628 -9.058 -1.612  -0.065
79 C -1.589 -9.011 -3.010  -0.009
80 H -1.513 -5.621 -3.264  0.118
81 H -1.407 -5.849 -0.801  0.113
82 H -1.695 -7.971 0.211  0.103
83 H -1.734 -10.005 -1.105  0.099
84 H -1.769 -9.856 -3.658  0.112
85 F -2.232 -1.243 -0.529  0.074
86 C -1.371 -0.403 0.045  -0.324
87 C -1.262 -0.353 1.395  -0.026
88 C -0.423 0.559 2.066  -0.078
89 C 0.371 1.392 1.313  -0.099
90 C 0.267 1.379 -0.099  -0.056
91 C -0.598 0.444 -0.725  -0.011
92 H -1.822 -1.052 1.998  0.113
93 H -0.491 0.615 3.143  0.103
94 H 1.054 2.076 1.793  0.096
95 H 0.879 1.996 -0.740  0.096
96 H -0.839 0.458 -1.777  0.112

Properties
F_max   3.6 eV Å⁻¹
Highest occupied orbital energy   -9.2158 eV
ΔE to the lowest compared entry with this formula, charge and spin   2.269 eV
Charge   0
SMILES   Fc1ccccc1.Fc1ccccc1.Fc1ccccc1.Fc1ccccc1.Fc1ccccc1.Fc1ccccc1.Fc1ccccc1.Fc1ccccc1
E_LUMO   0.2777 eV
Molar mass   768.8 g/mol